1.
This record from the Open Molecules 2025 dataset describes C25H36BN6Pt as an isolated structure. The level of theory is ωB97M-V/def2-TZVPD.

The relative energy (zero: lowest compared OMol25 entry of this formula, charge and spin) comes out at 0.00 kcal per mole. The charge is +3. As for the largest force on an atom: 0.36 eV Å⁻¹.

Last column: natural (NBO) charge in e.
Cartesian coordinates (Å):
N: -0.8781 1.7223 1.0760  -0.2921
H: 4.8036 -0.6592 -2.3663  0.2528
C: -1.6210 0.5587 -1.7616  -0.3871
H: 4.9751 1.3191 -0.7582  0.2880
C: 0.8781 0.0623 -5.2412  -0.6753
C: -1.7006 -3.1589 2.0130  -0.5988
C: 4.0174 -1.2904 -1.9553  -0.6000
N: 0.0018 2.4209 1.8518  -0.3216
H: -0.9483 -1.6758 -4.2332  0.2677
H: -2.2053 -3.9451 1.4531  0.2451
H: -2.3550 -2.2873 2.0550  0.2087
H: -2.7763 4.0146 2.3987  0.2877
C: 0.8602 -1.7310 3.4003  -0.3065
H: 1.3580 -2.1880 -2.0649  0.2898
H: 1.8642 2.3834 3.1535  0.0405
C: 1.3110 -0.4443 3.6391  0.0918
H: -1.5526 -3.5180 3.0317  0.2376
C: -1.9859 3.3748 2.0475  -0.2946
H: -0.7163 2.5427 -1.6472  0.2827
H: 0.2687 0.3765 -6.0942  0.2908
H: -2.4036 -1.3928 -2.2620  0.2678
C: -0.6569 3.4163 2.4351  0.1088
H: 0.0355 -4.8691 0.7355  0.2470
N: 1.0781 0.3162 2.5615  -0.3228
C: -3.4471 1.6952 0.7624  -0.2635
H: 0.5537 -0.9286 -1.2848  0.1081
H: -2.6565 -0.3785 0.7722  0.1615
H: -2.4545 0.8059 -1.1240  0.2962
C: 0.5408 -4.0810 1.2918  -0.6027
H: 0.8958 -2.5647 4.0815  0.2840
H: 1.7716 -0.0154 4.5158  0.2721
C: 3.5501 2.0470 0.7681  0.0950
C: -3.5145 0.2066 1.1305  -0.6051
C: 2.7192 -0.4828 -1.7973  -0.2877
H: 1.1635 -0.9736 -5.4231  0.2554
C: -1.6710 -0.6346 -2.5116  -0.1300
C: -4.6217 2.4371 1.4049  -0.6060
H: -3.5585 1.8537 -0.3143  0.2184
H: 4.0981 2.6835 1.4462  0.2789
N: 0.4846 -0.4826 1.6342  -0.2709
C: -0.3505 -2.8373 1.3587  -0.2455
C: -0.6570 1.5526 -2.0874  -0.3276
H: -3.5439 0.0955 2.2154  0.2454
H: -4.4181 -0.2470 0.7240  0.2569
C: 0.0725 0.2032 -3.9908  0.0702
H: 0.7405 -4.4634 2.2929  0.2384
C: 2.8828 0.6131 -0.7953  0.2112
H: 4.3519 -1.6905 -0.9980  0.2342
Pt: -0.0125 0.3504 -0.1013  1.4093
C: 3.9772 1.3441 -0.3525  -0.2820
C: 0.3293 -1.7348 2.1136  0.2444
N: 1.8574 0.9543 0.0122  -0.2137
H: -4.6594 3.4814 1.0987  0.2362
H: -4.5759 2.3813 2.4928  0.2279
N: 2.2552 1.7930 0.9804  -0.3025
H: 0.8875 2.1248 -3.4674  0.2516
H: 2.4623 -0.0569 -2.7699  0.2483
H: 1.7667 0.6914 -5.2314  0.2462
H: 1.8170 -1.8773 -0.3644  0.2515
H: 1.5023 -3.8839 0.8142  0.2056
C: 1.6203 -1.4216 -1.3333  -0.4588
C: -0.8534 -0.7861 -3.6207  -0.1691
H: -0.5391 -2.4795 0.3355  0.1773
C: 0.1885 1.3452 -3.1852  -0.0806
C: -2.1317 2.2846 1.2155  0.2357
H: -5.5532 1.9714 1.0869  0.2515
B: 1.3652 1.8091 2.2467  0.5058
H: -0.1570 4.0671 3.1364  0.2731
H: 3.8697 -2.1196 -2.6464  0.2474

=====

2.
This record from the Open Molecules 2025 dataset describes C25H36CdN7O as an isolated structure. The level of theory is ωB97M-V/def2-TZVPD.

The relative energy (zero: lowest compared OMol25 entry of this formula, charge and spin) comes out at 9.84 kcal per mole. The charge is -1. As for the largest force on an atom: 0.70 eV Å⁻¹.

Last column: natural (NBO) charge in e.
Cartesian coordinates (Å):
H: 1.0077 3.8014 0.4859  0.1659
H: -3.5488 2.6712 -0.5757  0.2015
H: -1.4388 1.1953 -3.5344  0.1723
H: 0.0998 1.0654 2.9173  0.1842
H: -3.5534 -1.5252 1.6540  0.1555
C: 2.2848 0.0787 -3.1589  0.4041
C: 3.1690 0.2934 -5.4396  -0.2055
C: 2.7284 -1.8790 -4.5602  -0.1516
H: -2.4474 -0.8659 -0.6110  0.4483
H: -3.5691 1.0195 1.3251  0.1654
H: 2.1629 -0.9007 3.9745  0.1910
C: 0.3547 0.0840 3.3226  -0.2017
H: 1.0753 -5.1766 -1.1421  0.2076
C: -3.1951 1.1564 -4.7650  -0.1861
N: 1.5020 -1.9090 -1.0399  -0.5700
C: 0.7932 2.7546 0.7505  -0.2103
H: -1.6592 2.3797 1.3558  0.1802
H: -2.1146 -1.3908 3.5188  0.1542
H: 0.7766 -3.0707 0.6084  0.2008
H: -4.2812 0.4667 -0.1953  0.1817
N: -0.3263 -0.8814 2.4851  -0.6222
H: 3.6345 0.0858 2.1424  0.1525
H: -2.0484 -2.2538 1.0597  0.1991
H: -2.4274 1.6304 -1.4428  0.2368
C: 2.5755 -0.1836 1.9941  -0.2017
C: 1.2733 -4.1252 -1.2536  -0.1009
H: 1.8940 -4.0952 -3.2762  0.4118
H: -5.3914 -1.3954 -4.9653  0.1804
H: 2.1887 0.1168 0.0434  0.4231
N: -0.2317 2.1767 -0.1205  -0.6716
C: -2.7432 1.9442 -0.4430  -0.4191
C: -2.5191 -0.6508 -3.2045  0.1573
H: -0.0526 2.4266 -1.0877  0.3768
N: -2.3943 -0.3638 0.2934  -0.7312
C: -4.5324 -0.8150 -4.6378  -0.2214
H: -2.0508 0.2180 2.7945  0.1818
H: 0.3702 2.7693 1.7566  0.1773
H: -0.0106 0.0553 4.3647  0.1502
H: 2.6700 2.3559 1.6977  0.1714
C: 3.1445 -1.0931 -5.6116  -0.3030
C: 2.3111 -1.3437 -3.3351  -0.2386
C: -2.3287 0.6359 -3.8231  -0.3790
H: -1.6715 3.7078 0.1971  0.1625
C: -1.5718 2.6141 0.2890  -0.2107
O: 1.8654 0.6666 -2.0923  -0.8642
H: 2.7382 -2.9544 -4.7045  0.1743
N: 1.9494 0.5522 0.9237  -0.6698
C: -2.5041 -1.3142 1.3851  -0.2146
H: 2.7813 1.9291 -4.1192  0.1976
C: 1.8598 -2.2350 -2.2743  0.3965
H: 3.4410 -1.5375 -6.5530  0.1979
C: 1.1256 -3.0717 -0.4117  -0.0918
H: -3.8688 -2.3400 -3.2903  0.1846
C: -1.7709 -0.8273 2.6353  -0.2169
H: 2.2509 0.8505 3.8731  0.1943
H: 3.4985 0.9320 -6.2516  0.1959
Cd: -0.2569 -0.1151 -1.3447  1.5627
N: 1.7470 -3.5862 -2.4272  -0.5213
N: -1.7675 -1.2138 -2.2652  -1.2392
C: 1.8762 -0.0404 3.3597  -0.4123
H: 2.7412 2.2254 -0.0603  0.2023
H: 2.5542 -1.2300 1.6900  0.2004
C: -3.6846 -1.3507 -3.6948  -0.2808
H: -4.9976 0.8662 -5.9264  0.1835
H: -2.9937 2.1391 -5.1833  0.1824
C: -3.3329 0.7349 0.2927  -0.2086
C: 2.1345 1.9829 0.8179  -0.2238
H: 0.0168 -1.8222 2.6397  0.3434
C: -4.3196 0.4533 -5.1895  -0.3847
C: 2.7688 0.8538 -4.2523  -0.2564

=====

3.
This record from the Open Molecules 2025 dataset describes C25H36GdNO2 as an isolated structure. The level of theory is ωB97M-V/def2-TZVPD.

The relative energy (zero: lowest compared OMol25 entry of this formula, charge and spin) comes out at 32.15 kcal per mole. As for the largest force on an atom: 2.99 eV Å⁻¹. The spin multiplicity is 8.

Last column: Mulliken charge in e.
Cartesian coordinates (Å):
C: -0.9814 1.2725 -1.5841  1.4569
H: -0.5972 -1.2576 5.2881  0.1034
C: 1.2919 1.5613 5.5524  -0.8128
H: 1.2135 2.3720 1.3622  0.0184
C: 0.1448 0.9398 -4.8061  -0.3798
H: 2.1146 -2.0129 0.1383  0.5909
C: 2.0022 2.1686 4.4977  -1.1617
H: 0.9987 0.3039 -6.7062  0.3286
H: 2.8728 2.5484 1.9833  0.4596
H: -1.1021 3.3863 -1.0156  0.4524
C: 0.4131 0.6387 -1.6909  0.1720
C: -0.7056 2.7603 -1.8160  -0.7658
C: -2.8286 -0.3369 0.9529  -0.5405
H: 1.4870 -2.6596 -4.6770  0.3701
H: -2.2120 1.1708 3.8989  0.4865
H: 1.2242 3.6354 -2.5241  0.4015
O: 1.2680 1.5544 -2.4377  -0.5104
C: -2.3624 0.4771 3.0674  -0.4133
N: 0.5990 0.6052 3.5925  0.6587
H: 2.3524 0.9618 1.3920  0.1969
C: 0.0938 0.1740 -6.1101  -0.7010
C: 2.0122 1.8642 1.9329  -0.8755
H: -1.6952 0.8477 -2.2946  0.2459
H: 1.5464 -2.1400 -6.3679  0.3879
C: 1.5621 1.5572 3.3070  0.4967
C: 0.9405 -2.3663 3.2809  -0.5900
H: -1.4183 1.1423 -0.5954  -1.3616
H: 1.0883 1.4863 -4.7241  0.1879
C: 1.8977 -1.8335 2.3718  -0.5772
H: -2.6885 -1.4764 4.1084  0.5301
O: 0.1169 -0.2607 -3.9441  -0.2989
C: -2.8726 -1.4321 1.8673  -0.7549
C: -0.0225 -3.1068 2.5293  -0.5380
H: -1.9752 -1.4090 -4.9122  0.3675
C: -1.0734 -1.9395 -5.2307  -1.6983
H: -1.2279 -2.3394 -6.2359  0.3872
C: 0.1453 -1.0473 -5.1776  1.3385
H: 1.1847 2.9149 -0.8889  0.0557
H: -0.9377 -2.7847 -4.5540  0.3627
C: -2.5158 0.8468 1.7065  -0.7558
H: -0.8362 0.2843 -6.6662  0.3142
H: -3.0632 -0.3736 -0.1147  0.4962
H: -3.1736 -2.4564 1.6344  0.4946
H: -1.4800 0.2332 5.8080  0.2169
H: -1.1251 3.0762 -2.7693  0.2025
H: -0.1215 -3.5793 0.3291  0.4677
H: 0.3973 -0.3522 -2.1254  0.3467
H: 1.0040 -2.3125 4.3690  0.7726
H: -0.1221 -0.3627 6.7507  0.4058
C: -2.5807 -0.9286 3.1718  -0.2767
H: -0.8063 -3.7286 2.9656  0.5409
H: -0.7150 1.6006 -4.6362  0.1327
C: 0.3609 -3.0457 1.1475  -0.7983
C: 0.4449 0.5946 4.9718  0.2768
H: 2.7511 2.9526 4.5539  0.4463
C: 1.4545 -1.7880 -5.3339  -1.7121
H: -2.4595 1.8683 1.3287  0.4682
C: -0.4964 -0.2525 5.7215  -1.1631
H: 2.2976 -1.1330 -5.0905  0.3882
H: 2.7810 -1.2640 2.6571  0.5328
C: 1.5483 -2.2434 1.0458  -0.5634
C: 0.8166 2.8257 -1.9182  -0.4603
H: 1.3405 1.7625 6.6186  0.4663
H: 0.8343 0.5177 -0.6662  -0.0546
Gd: -0.4052 -0.6820 1.7103  0.7381